(1)
The following is a quantum chemistry calculation of the ion C18H16FNO3 with charge -2, from the Open Molecules 2025 dataset.

Geometry (Å):
O -5.4494 1.0320 2.9391
O -3.8464 -0.7730 -0.0950
F -0.8379 0.8732 4.8423
C 3.5107 -0.8499 -1.7179
C 2.3820 -0.6397 -1.2804
N 5.0970 -0.6220 -3.4046
O 1.0743 -0.3903 0.7386
C 6.3139 -0.7583 -3.9343
C 4.8697 -1.0132 -2.1640
C 7.3550 -1.2919 -3.1795
C 5.8488 -1.5505 -1.3559
C 7.1310 -1.7181 -1.8693
C 0.0527 0.2176 2.7804
C -2.3404 0.5531 3.0038
C -1.3874 -0.0458 0.9084
C -1.0551 0.5403 3.5536
C -0.0904 -0.0881 1.4443
C -2.5534 0.2499 1.6678
C 1.0476 -0.3352 -0.6977
C -5.1298 1.6774 -0.8367
C -5.1642 0.0345 1.9186
C -3.9901 1.6233 0.2008
C -3.9249 0.2674 0.9586
H 6.4439 -0.4303 -4.9495
H 8.3242 -1.3062 -3.6392
H 5.6017 -1.8881 -0.3745
H 7.9018 -2.1792 -1.2295
H 1.0245 0.1267 3.2414
H -3.1378 0.8089 3.6781
H -1.5669 -0.2208 -0.1240
H 0.7012 0.7060 -0.9173
H 0.3004 -1.0491 -1.1036
H -5.1273 2.6584 -1.3127
H -5.1088 0.8955 -1.6351
H -6.0482 1.6017 -0.2663
H -5.0744 -0.9550 2.3664
H -6.0646 -0.0218 1.2776
H -4.0253 2.4553 0.9143
H -3.0576 1.8053 -0.3470

Output
LUMO energy = 3.5 eV
HOMO level = 1.04 eV
charge = -2
spin multiplicity = 1
SMILES string = CC[C@]([O-])(C[O-])c1cc(F)cc(OCC#Cc2ccccn2)c1

Partial charges, natural (NBO), in e: number 1, O, carries -1.050; number 2, O, carries -1.019; number 3, F, carries -0.354; number 4, C, carries -0.131; number 5, C, carries 0.180; number 6, N, carries -0.396; number 7, O, carries -0.527; number 8, C, carries 0.033; number 9, C, carries 0.127; number 10, C, carries -0.278; number 11, C, carries -0.217; number 12, C, carries -0.179; number 13, C, carries -0.384; number 14, C, carries -0.343; number 15, C, carries -0.344; number 16, C, carries 0.384; number 17, C, carries 0.263; number 18, C, carries 0.198; number 19, C, carries -0.175; number 20, C, carries -0.606; number 21, C, carries -0.068; number 22, C, carries -0.396; number 23, C, carries 0.139; number 24, H, carries 0.190; number 25, H, carries 0.205; number 26, H, carries 0.227; number 27, H, carries 0.215; number 28, H, carries 0.194; number 29, H, carries 0.271; number 30, H, carries 0.244; number 31, H, carries 0.221; number 32, H, carries 0.226; number 33, H, carries 0.154; number 34, H, carries 0.218; number 35, H, carries 0.205; number 36, H, carries 0.110; number 37, H, carries 0.113; number 38, H, carries 0.195; number 39, H, carries 0.160



(2)
The following is a quantum chemistry calculation of an isolated molecule of C18H16FNO5S, from the Open Molecules 2025 dataset.

Geometry (Å):
C 1.8715 0.2948 -3.2734
H 1.0007 0.7591 -3.7418
H 2.5867 1.0776 -3.0112
H 2.3255 -0.4307 -3.9434
O 1.4847 -0.4295 -2.1179
C 0.9112 0.2784 -1.1373
O 0.7294 1.4838 -1.2071
C 0.5252 -0.5402 -0.0045
C -0.1203 0.0013 1.0980
N -0.4129 1.3277 1.2524
C -1.0462 1.7859 2.3717
O -1.3620 1.0250 3.2651
C -1.3106 3.2488 2.3689
C -1.2157 3.9904 3.5451
C -1.4893 5.3465 3.5754
C -1.8803 5.9826 2.4112
C -1.9860 5.2658 1.2296
C -1.7013 3.9132 1.2077
H -1.8039 3.3598 0.2863
H -2.2929 5.7625 0.3223
H -2.1025 7.0384 2.4271
H -1.3944 5.8812 4.5073
F -0.8114 3.3991 4.6776
H -0.1044 1.9188 0.4787
S -0.5445 -1.1595 2.3021
C 0.1510 -2.4060 1.3204
C 0.6777 -1.9421 0.1599
C 1.2333 -3.0500 -0.6786
C 0.3488 -3.2560 -1.8961
O -0.8476 -3.3640 -1.8784
O 1.0816 -3.3178 -3.0131
C 0.3603 -3.4874 -4.2255
H 1.1023 -3.5543 -5.0170
H -0.3034 -2.6365 -4.3914
H -0.2414 -4.3978 -4.1854
H 2.2460 -2.8516 -1.0327
C 1.1718 -4.2696 0.2829
H 0.8064 -5.1565 -0.2321
H 2.1763 -4.4788 0.6490
C 0.2507 -3.8837 1.4628
H 0.6666 -4.1889 2.4235
H -0.7365 -4.3398 1.3618

Output
LUMO energy = 0.3 eV
HOMO level = -7.97 eV
spin multiplicity = 1
SMILES string = COC(=O)c1c(NC(=O)c2ccccc2F)sc2c1[C@H](C(=O)OC)CC2

Partial charges, natural (NBO), in e: number 1, C, carries -0.259; number 2, H, carries 0.193; number 3, H, carries 0.195; number 4, H, carries 0.198; number 5, O, carries -0.501; number 6, C, carries 0.795; number 7, O, carries -0.653; number 8, C, carries -0.278; number 9, C, carries 0.077; number 10, N, carries -0.620; number 11, C, carries 0.676; number 12, O, carries -0.575; number 13, C, carries -0.223; number 14, C, carries 0.446; number 15, C, carries -0.281; number 16, C, carries -0.172; number 17, C, carries -0.230; number 18, C, carries -0.159; number 19, H, carries 0.223; number 20, H, carries 0.221; number 21, H, carries 0.220; number 22, H, carries 0.234; number 23, F, carries -0.304; number 24, H, carries 0.458; number 25, S, carries 0.537; number 26, C, carries -0.211; number 27, C, carries -0.011; number 28, C, carries -0.327; number 29, C, carries 0.811; number 30, O, carries -0.601; number 31, O, carries -0.508; number 32, C, carries -0.264; number 33, H, carries 0.193; number 34, H, carries 0.191; number 35, H, carries 0.196; number 36, H, carries 0.239; number 37, C, carries -0.370; number 38, H, carries 0.218; number 39, H, carries 0.214; number 40, C, carries -0.426; number 41, H, carries 0.216; number 42, H, carries 0.221



(3)
The following is a quantum chemistry calculation of a structure of composition C18H16I2IrN9OS, from the Open Molecules 2025 dataset.

Geometry (Å):
Ir -0.0920 0.0712 -0.0547
I 5.1237 -0.0663 0.1993
C 3.7205 -0.0286 1.7319
C 4.1184 0.0046 3.0801
C 3.1996 0.0553 4.0982
I 3.8809 0.1207 6.0690
C 1.8165 0.0569 3.7975
C 0.7681 0.1281 4.7391
C -0.5396 0.1211 4.3226
C -0.8296 0.0356 2.9580
N 0.1289 -0.0352 2.0492
C 1.4415 -0.0047 2.4360
C 2.3845 -0.0177 1.3822
O 1.9546 -0.0232 0.1308
H 5.1746 -0.0024 3.3119
H 1.0051 0.1923 5.7930
H -1.3500 0.1861 5.0338
H -1.8502 0.0141 2.6037
N 0.0212 1.6899 -3.8600
C -0.0442 0.4188 -4.3772
C -0.1004 -0.4262 -3.3118
N -0.0650 0.3180 -2.1606
C 0.0084 1.5871 -2.5207
C 0.0461 2.5704 -1.4720
N -0.0504 2.1377 -0.2257
C 0.0211 3.2280 0.6008
C 0.1511 4.3391 -0.1736
N 0.1661 3.9066 -1.4797
H 0.0652 2.5337 -4.4091
H -0.0527 0.2254 -5.4350
H -0.1518 -1.5002 -3.3132
H -0.0312 3.1506 1.6723
H 0.2323 5.3786 0.0893
H 0.2633 4.5063 -2.2835
C -0.9012 -5.1679 0.0843
C -1.8299 -4.0164 0.0309
N -3.1174 -4.0478 0.0110
N -3.5177 -2.7398 -0.0274
C -2.5040 -1.8824 -0.0245
S -2.5241 -0.1922 -0.0159
N -1.4115 -2.6821 0.0119
N -0.1095 -2.1777 0.0042
H -1.4812 -6.0861 0.1094
H -0.2778 -5.1223 0.9792
H -0.2485 -5.1887 -0.7902
H -4.5015 -2.5170 -0.0576
H 0.3879 -2.4898 -0.8278
H 0.4049 -2.4932 0.8259

Output
relative energy (zero: lowest compared OMol25 entry of this formula, charge and spin) = 0.00 kcal per mole
LUMO energy = -5.7 eV
HOMO level = -12.63 eV
charge = +2
spin multiplicity = 1

Partial charges, natural (NBO), in e: number 1, Ir, carries 1.066; number 2, I, carries 0.229; number 3, C, carries -0.207; number 4, C, carries -0.211; number 5, C, carries -0.168; number 6, I, carries 0.230; number 7, C, carries -0.135; number 8, C, carries -0.065; number 9, C, carries -0.270; number 10, C, carries 0.072; number 11, N, carries -0.465; number 12, C, carries 0.149; number 13, C, carries 0.239; number 14, O, carries -0.713; number 15, H, carries 0.255; number 16, H, carries 0.255; number 17, H, carries 0.253; number 18, H, carries 0.226; number 19, N, carries -0.464; number 20, C, carries -0.026; number 21, C, carries -0.067; number 22, N, carries -0.435; number 23, C, carries 0.322; number 24, C, carries 0.313; number 25, N, carries -0.400; number 26, C, carries -0.059; number 27, C, carries -0.027; number 28, N, carries -0.460; number 29, H, carries 0.449; number 30, H, carries 0.262; number 31, H, carries 0.232; number 32, H, carries 0.252; number 33, H, carries 0.262; number 34, H, carries 0.449; number 35, C, carries -0.678; number 36, C, carries 0.371; number 37, N, carries -0.194; number 38, N, carries -0.342; number 39, C, carries 0.245; number 40, S, carries -0.032; number 41, N, carries -0.236; number 42, N, carries -0.562; number 43, H, carries 0.290; number 44, H, carries 0.248; number 45, H, carries 0.247; number 46, H, carries 0.455; number 47, H, carries 0.418; number 48, H, carries 0.425



no.,HOMO-LUMO gap (eV),F_max (eV Å⁻¹)
1,2.42,3.21
2,8.24,0.78
3,6.96,1.60